The following is a quantum chemistry calculation of 15 unconnected molecules or ions with the total composition C15H60N30O15, from the OMol25 dataset.

Geometry as XYZ:
```
120
C15H60N30O15 ωB97M-V with the def2-TZVPD basis set
C 3.44132 1.61382 -3.22056
O 3.75653 2.65715 -3.78790
N 2.67880 0.63876 -3.70906
N 3.84837 1.45371 -2.05467
H 2.55192 -0.27095 -3.28901
H 2.34726 0.79314 -4.65052
H 3.86587 0.47693 -1.79833
H 4.52559 2.11850 -1.70896
C 1.75131 -4.43195 2.89200
O 2.41598 -4.63801 1.84124
N 2.03889 -4.69379 4.12654
N 0.56531 -3.90552 2.80310
H 1.39991 -4.32531 4.81648
H 2.99921 -4.91614 4.34666
H 0.20012 -3.69243 1.88586
H 0.19291 -3.48908 3.64453
C 0.18050 0.00724 0.26192
O 0.52506 -0.16802 1.38355
N -0.63021 -0.82381 -0.39300
N 0.56367 0.90483 -0.59629
H -0.63214 -0.68861 -1.39391
H -0.88334 -1.68823 0.06394
H 0.51526 0.80580 -1.60025
H 1.09535 1.66667 -0.20003
C -2.46024 3.28958 0.34857
O -2.77729 4.50514 0.53946
N -1.55916 3.06464 -0.58989
N -2.89269 2.26964 1.08651
H -1.35507 2.10632 -0.83498
H -1.10380 3.81488 -1.08977
H -2.99028 2.59387 2.03806
H -2.58193 1.30962 1.04297
C -2.51825 -0.83360 3.78982
O -2.01026 -0.34300 4.78894
N -1.89338 -0.94198 2.58445
N -3.71716 -1.31492 3.69656
H -2.45740 -1.41451 1.89256
H -0.95677 -0.57417 2.49743
H -3.95599 -1.75783 2.82083
H -4.36804 -1.03780 4.41742
C 3.35808 -2.35899 -1.10209
O 2.96330 -1.52448 -1.89358
N 2.64369 -2.63761 -0.00108
N 4.55294 -2.91013 -1.06782
H 1.65762 -2.41908 0.00118
H 2.93211 -3.32688 0.67848
H 4.81058 -3.49587 -0.28639
H 5.33279 -2.89304 -1.70940
C 3.85122 -0.06090 2.70968
O 4.79858 0.06560 3.47251
N 2.66723 -0.29982 3.15072
N 3.90586 0.09566 1.42708
H 1.88833 -0.44879 2.52525
H 2.44968 -0.31358 4.13691
H 4.81446 0.38036 1.09021
H 3.15782 -0.15700 0.79724
C 0.15667 -4.60052 -0.82907
O -0.21906 -3.86870 0.09899
N -0.35236 -4.55267 -2.00865
N 1.15268 -5.39984 -0.81360
H 0.24839 -4.97701 -2.70084
H -0.90745 -3.77387 -2.33339
H 1.22770 -6.16637 -1.46698
H 1.69544 -5.47065 0.03522
C -0.88966 -1.51225 -3.67148
O -1.36532 -2.50477 -3.23720
N -1.07595 -0.32726 -3.22033
N 0.14771 -1.53718 -4.48571
H -0.65462 0.55607 -3.46995
H -1.84826 -0.21798 -2.57870
H 0.42942 -0.75992 -5.06589
H 0.55712 -2.42535 -4.73800
C -0.47585 3.10806 4.73316
O -0.80690 4.15257 4.13014
N -0.41175 3.08280 6.05032
N -0.02090 2.03740 4.22850
H -0.77600 3.96183 6.38902
H -0.06077 2.24713 6.49593
H 0.16303 1.31136 4.90610
H 0.14833 2.05347 3.23291
C -4.29910 -4.86709 0.05760
O -4.19709 -5.98782 -0.39997
N -5.42527 -4.30790 0.57676
N -3.26057 -4.12315 0.30841
H -6.04219 -4.97366 1.01979
H -5.39915 -3.30624 0.70366
H -2.32381 -4.24414 -0.04929
H -3.34891 -3.19949 0.70735
C 1.46211 5.37797 -2.17297
O 0.57596 5.78325 -1.47544
N 2.05679 4.31830 -1.95193
N 1.84620 5.96791 -3.29085
H 2.57671 3.79187 -2.63943
H 1.99760 3.76015 -1.11225
H 1.12060 6.45779 -3.79446
H 2.77744 5.82219 -3.65370
C -0.54767 2.75704 -4.12875
O -0.15278 2.15919 -3.13970
N -0.72949 2.32873 -5.32972
N -0.84354 3.95678 -4.03600
H -0.20121 1.53966 -5.67380
H -1.14709 2.94355 -6.01361
H -1.34966 4.53842 -4.68840
H -0.57528 4.29945 -3.12456
C -4.44901 -0.73006 -0.21324
O -4.11896 -1.42906 0.66465
N -4.11104 -1.03445 -1.46718
N -5.12323 0.36371 -0.17671
H -4.78253 -0.82669 -2.19247
H -3.36189 -1.63775 -1.77523
H -5.54851 0.59537 -1.06303
H -5.62428 0.69328 0.63596
C 1.63569 3.72473 1.58468
O 1.98360 3.16073 0.56827
N 2.21061 3.56019 2.79310
N 0.54348 4.42980 1.68688
H 1.57826 3.92762 3.48968
H 2.99702 2.98338 3.05570
H -0.02806 4.33972 2.51473
H 0.06690 4.83443 0.89363
```

Properties
⟨S²⟩: 0.750
Spin multiplicity: 2
Total charge: -1
ΔE to the lowest compared entry with this formula, charge and spin: 67.6 kJ/mol
HOMO level (spin up / spin down): -0.0102 / -0.2537 Ha